A molecular structure, C28H27FN7O2RbS. Source: OMol25; level of theory: ωB97M-V/def2-TZVPD.

## Properties
Molar mass in g/mol: 630.1
Net charge: -2
E_LUMO in eV: 3.9
E in eV: -58210.0594

```
67
C28H27FN7O2RbS (ωB97M-V/def2-TZVPD)
Rb 0.82 -0.86 -0.42
O 2.07 0.71 -5.22
C 1.96 0.42 -4.00
N 0.87 0.32 -3.28
C -0.33 0.53 -4.06
C -1.54 0.84 -3.22
C -2.59 1.59 -3.77
C -3.73 1.83 -3.02
C -3.79 1.33 -1.72
C -2.71 0.60 -1.25
N -1.61 0.36 -1.98
C 3.26 0.11 -3.25
C 4.42 -0.10 -3.99
C 5.59 -0.46 -3.34
C 5.57 -0.58 -1.95
C 4.38 -0.32 -1.29
N 3.26 0.02 -1.92
H -0.57 -0.37 -4.65
H -0.20 1.32 -4.81
H -2.50 1.96 -4.78
H -4.55 2.41 -3.43
H -4.65 1.50 -1.09
H -2.71 0.17 -0.25
H 4.36 0.00 -5.07
H 6.50 -0.65 -3.89
H 6.44 -0.88 -1.39
H 4.32 -0.42 -0.21
C 4.66 -2.20 5.28
N 3.77 -2.39 4.16
C 2.39 -2.42 4.23
C 1.96 -2.62 2.96
N 3.05 -2.71 2.12
C 4.16 -2.56 2.86
S 5.79 -2.58 2.33
H 4.70 -3.09 5.91
H 4.33 -1.35 5.88
H 5.65 -2.00 4.88
H 1.86 -2.27 5.15
H 0.95 -2.68 2.59
H 2.88 -2.94 0.73
C 0.56 3.65 -3.10
N 0.30 3.31 -1.72
C -0.93 3.76 -1.13
C 1.13 2.48 -1.04
O 0.95 2.10 0.10
H 0.80 4.71 -3.22
H -0.32 3.42 -3.71
H 1.38 3.04 -3.48
H -0.96 4.85 -1.07
H -1.00 3.34 -0.12
H -1.79 3.41 -1.71
H 2.01 2.18 -1.63
F 2.59 -3.04 -0.26
N -8.67 -1.07 5.61
C -7.68 -1.11 5.02
C -6.44 -1.15 4.30
C -6.44 -1.17 2.90
C -5.25 -1.22 2.21
C -4.01 -1.25 2.88
C -4.04 -1.23 4.29
C -5.22 -1.18 4.99
C -2.79 -1.30 2.16
C -1.73 -1.33 1.53
H -7.39 -1.15 2.37
H -5.25 -1.23 1.13
H -3.09 -1.25 4.82
H -5.22 -1.17 6.07
```

Atom charges from the Löwdin analysis, given in e for atoms 1 to 4: 0.74 -0.08 -0.56 0.00

=====

A molecular structure, C28H27N2O8PS2Se2Te3V in a non-equilibrium geometry. Source: OMol25; level of theory: ωB97M-V/def2-TZVPD.

## Properties
Molar mass in g/mol: 1206.3
Net charge: 0
Multiplicity: 2
E_LUMO (spin up / spin down) in eV: -1.3 / -1.1
E in eV: -258059.7693

```
74
C28H27N2O8PS2Se2Te3V (ωB97M-V/def2-TZVPD)
V 0.79 0.88 -1.12
O -1.17 3.60 2.31
C -0.09 3.10 1.71
O 0.02 1.93 1.41
C 0.95 4.19 1.54
O 2.15 3.77 0.93
C 2.42 4.25 -0.36
C 1.83 3.46 -1.52
O 2.15 3.65 -2.65
O 0.83 2.63 -1.14
H -1.88 2.94 2.23
H 1.19 4.54 2.55
H 0.47 5.02 1.01
H 3.50 4.27 -0.49
H 2.05 5.27 -0.48
Se 3.11 0.35 -1.41
Te 3.92 0.77 -3.77
Te 1.88 -0.70 -4.69
Se 0.21 0.69 -3.43
S -2.52 -5.47 -2.33
C -3.21 -5.45 -3.89
C -2.80 -4.36 -4.61
C -1.90 -3.54 -3.87
C -1.65 -4.01 -2.62
C -0.79 -3.42 -1.59
C -0.45 -2.05 -1.69
N 0.35 -1.43 -0.85
C 0.82 -2.12 0.20
C 0.54 -3.48 0.41
C 1.10 -4.14 1.56
C 1.86 -3.46 2.44
C 2.13 -2.06 2.26
C 2.91 -1.31 3.15
C 3.13 0.02 2.91
C 2.54 0.59 1.76
N 1.79 -0.09 0.92
C 1.61 -1.40 1.15
C 3.96 0.86 3.79
C 4.19 2.21 3.70
C 5.04 2.69 4.73
C 5.44 1.71 5.58
S 4.79 0.19 5.14
C -0.28 -4.13 -0.53
H -3.88 -6.23 -4.20
H -3.11 -4.16 -5.62
H -1.45 -2.64 -4.28
H -0.85 -1.45 -2.50
H 0.89 -5.19 1.70
H 2.28 -3.96 3.30
H 3.33 -1.80 4.03
H 2.70 1.63 1.52
H 3.78 2.84 2.92
H 5.34 3.73 4.83
H 6.08 1.80 6.44
H -0.49 -5.18 -0.41
C -4.68 -0.04 1.35
C -3.19 0.23 1.31
O -2.93 1.54 0.75
P -2.40 1.67 -0.76
O -1.16 0.75 -0.82
Te -2.33 3.93 -1.35
O -3.54 0.88 -1.55
C -3.69 0.97 -2.98
C -3.88 -0.42 -3.53
H -4.87 -1.01 1.82
H -5.09 -0.06 0.34
H -5.19 0.73 1.92
H -2.65 -0.53 0.73
H -2.77 0.25 2.32
H -2.82 1.46 -3.41
H -4.56 1.60 -3.17
H -3.03 -1.05 -3.26
H -3.94 -0.38 -4.62
H -4.79 -0.88 -3.14
```

Atom charges from the Löwdin analysis, given in e for atoms 1 to 4: 0.38 0.11 -0.50 0.07

=====

A molecular structure, C28H27N3O3PdS. Source: OMol25; level of theory: ωB97M-V/def2-TZVPD.

## Properties
Molar mass in g/mol: 592.0
Net charge: +2
E_LUMO in eV: -7.6
E in eV: -54384.8168

```
63
C28H27N3O3PdS (ωB97M-V/def2-TZVPD)
Pd -0.07 -0.52 1.32
C -1.74 -0.31 2.76
C -0.73 0.62 3.16
C 0.49 0.17 3.65
C 0.77 -1.19 3.53
C -0.25 -2.13 3.16
C -1.54 -1.70 2.89
H -2.69 0.08 2.41
H -0.94 1.68 3.09
H 1.25 0.86 3.99
H 1.75 -1.57 3.75
H 0.00 -3.18 3.13
H -2.33 -2.39 2.65
C 1.97 2.90 -0.51
C 1.22 2.63 0.80
C -0.25 2.94 0.70
C -0.64 4.24 1.00
C -1.96 4.64 0.92
C -2.93 3.74 0.53
C -2.61 2.42 0.20
C -3.76 1.51 -0.15
C -4.36 1.79 -1.53
C -1.25 2.06 0.26
N -0.93 0.68 -0.05
C -1.34 0.18 -1.15
C -1.43 -1.30 -1.29
C -0.83 -2.18 -2.37
C -1.33 -3.52 -1.93
C -2.10 -3.33 -0.86
N -2.15 -1.95 -0.47
H 3.03 2.67 -0.40
H 1.88 3.96 -0.77
H 1.57 2.32 -1.33
H 1.64 3.27 1.58
H 1.42 1.61 1.16
H 0.12 4.95 1.32
H -2.24 5.66 1.16
H -3.97 4.04 0.50
H -4.54 1.66 0.60
H -3.49 0.45 -0.08
H -4.74 2.81 -1.58
H -5.18 1.12 -1.74
H -3.62 1.70 -2.33
H -1.70 0.82 -1.95
H -1.23 -1.90 -3.35
H -1.10 -4.44 -2.43
H -2.67 -4.05 -0.29
O 2.45 -2.36 1.57
C 2.40 -2.06 0.41
N 1.30 -1.31 -0.12
S 1.49 -1.12 -1.68
O 0.62 -2.17 -2.48
O 1.22 0.18 -2.20
C 3.06 -1.82 -1.87
C 3.84 -1.91 -3.00
C 5.07 -2.55 -2.84
C 5.45 -3.06 -1.61
C 4.64 -2.96 -0.49
C 3.42 -2.32 -0.63
H 3.53 -1.50 -3.95
H 5.73 -2.64 -3.69
H 6.41 -3.55 -1.53
H 4.94 -3.36 0.47
```

Atom charges from the Löwdin analysis, given in e for atoms 1 to 4: 1.01 -0.11 -0.09 -0.05

=====

A molecular structure, C28H28AuFN2O5PS in a non-equilibrium geometry. Source: OMol25; level of theory: ωB97M-V/def2-TZVPD.

## Properties
Molar mass in g/mol: 751.5
Net charge: +1
E_LUMO in eV: -3.3
E in eV: -69235.8732

```
67
C28H28AuFN2O5PS (ωB97M-V/def2-TZVPD)
Au -1.75 -0.17 -0.61
C 3.28 5.48 1.12
C 2.64 4.87 2.19
C 1.69 3.88 1.96
C 1.38 3.51 0.65
C 2.02 4.14 -0.42
C 2.97 5.12 -0.18
P 0.16 2.26 0.36
C -0.58 1.67 1.86
C 0.06 0.72 2.66
C -0.55 0.28 3.82
C -1.79 0.80 4.18
C -2.42 1.75 3.39
C -1.82 2.19 2.23
C -1.05 2.74 -0.82
C -1.14 4.08 -1.22
C -2.09 4.42 -2.17
C -2.92 3.42 -2.69
C -2.81 2.11 -2.26
C -1.88 1.71 -1.29
H 4.02 6.25 1.31
H 2.88 5.15 3.21
H 1.19 3.41 2.80
H 1.77 3.87 -1.44
H 3.46 5.60 -1.01
H 1.02 0.31 2.37
H -0.07 -0.47 4.43
H -2.27 0.44 5.08
H -3.39 2.13 3.68
H -2.32 2.90 1.59
H -0.50 4.84 -0.80
H -2.19 5.44 -2.50
H -3.66 3.68 -3.43
H -3.49 1.37 -2.68
C 3.95 1.05 -1.57
C 3.18 -0.18 -1.11
S 1.39 -0.17 -1.19
O 1.07 1.00 -0.13
C 1.01 0.40 -2.87
C 1.10 1.87 -3.23
H 5.00 0.89 -1.33
H 3.61 1.95 -1.06
H 3.87 1.19 -2.64
H 3.37 -0.41 -0.06
H 3.41 -1.08 -1.68
H 0.00 0.01 -3.03
H 1.70 -0.24 -3.43
H 0.49 2.49 -2.58
H 0.69 1.97 -4.24
H 2.12 2.24 -3.24
F 0.37 -2.70 -3.73
C 0.39 -3.23 -2.50
C -0.68 -3.85 -1.99
N -0.70 -4.36 -0.72
C -2.01 -4.38 -0.05
C -2.47 -2.94 0.16
O -3.63 -2.69 0.41
O -1.49 -2.10 0.00
C 0.40 -4.24 0.11
O 0.41 -4.56 1.27
N 1.52 -3.68 -0.50
C 1.57 -3.02 -1.70
O 2.51 -2.29 -2.01
H -1.60 -3.94 -2.56
H -1.90 -4.89 0.90
H -2.74 -4.92 -0.66
H 2.32 -3.58 0.11
```

Atom charges from the Löwdin analysis, given in e for atoms 1 to 4: 0.94 -0.04 -0.05 -0.05

=====

A molecular structure, C28H28B2Br12I3N3O5 in a non-equilibrium geometry. Source: OMol25; level of theory: ωB97M-V/def2-TZVPD.

## Properties
Molar mass in g/mol: 1847.7
Net charge: 0
E_LUMO in eV: -1.7
E in eV: -910333.4677

```
81
C28H28B2Br12I3N3O5 (ωB97M-V/def2-TZVPD)
C -3.57 -6.39 1.25
C -2.98 -5.67 0.06
C -1.77 -4.53 0.17
C -2.32 -2.95 0.13
I -4.50 -2.59 -0.09
C -1.18 -1.78 0.26
C 0.44 -2.15 0.38
C 1.02 -3.72 0.37
C 2.63 -3.99 0.44
I 3.43 -5.39 -1.05
C 3.19 -4.28 1.99
C 4.57 -3.36 2.21
I 1.77 -3.56 3.54
C -0.15 -4.92 0.29
C 0.23 -6.51 0.32
C 1.19 -6.97 1.58
C 1.42 -0.81 0.51
O 2.48 -0.71 1.31
C 1.03 0.55 -0.36
C 2.16 1.57 -1.01
C 3.78 1.32 -0.85
N 4.36 2.06 0.38
C 1.65 2.94 -1.83
B 2.69 4.03 -2.46
N 3.02 4.25 -3.93
O 3.36 4.95 -1.47
C 0.01 3.24 -2.04
B -0.44 4.61 -2.88
C -0.42 6.04 -2.06
O -0.88 4.63 -4.29
C -1.09 2.18 -1.37
O -2.55 2.40 -1.51
C -2.98 2.03 -2.90
N -3.43 2.08 -4.13
C -0.61 0.86 -0.51
C -1.65 -0.21 0.23
O -2.76 0.31 0.76
H -3.54 -7.57 1.33
H -4.11 -5.76 2.10
H -3.39 -5.86 -1.03
H 3.15 -2.95 0.16
H 3.52 -5.39 2.15
H 5.37 -3.99 2.81
H 4.28 -2.44 2.90
H 5.06 -3.02 1.21
H 0.71 -6.75 -0.75
H -0.71 -7.24 0.38
H 2.34 -7.02 1.31
H 0.89 -8.10 1.84
H 0.98 -6.37 2.58
H 3.94 0.16 -0.70
H 4.42 1.66 -1.77
H 4.50 3.08 0.16
H 5.32 1.66 0.54
H 3.51 3.44 -4.36
H 2.17 4.54 -4.46
H 4.36 4.81 -1.48
H -1.31 6.13 -1.28
H -0.54 6.99 -2.79
H 0.58 6.23 -1.44
H -1.36 5.50 -4.48
C -7.54 -2.42 2.98
Br -9.18 -3.14 3.74
Br -6.20 -3.81 2.71
Br -7.88 -1.42 1.35
H -7.13 -1.71 3.71
C -1.17 4.69 1.79
Br 0.63 4.25 2.38
Br -1.85 3.38 0.52
Br -2.38 4.95 3.29
H -1.10 5.64 1.26
C -7.30 3.09 -2.83
Br -5.50 2.65 -2.24
Br -7.99 1.78 -4.10
Br -8.51 3.35 -1.33
H -7.24 4.04 -3.36
C 5.85 4.75 2.84
Br 4.21 4.04 3.60
Br 7.19 3.37 2.57
Br 5.51 5.76 1.21
H 6.27 5.46 3.57
```

Atom charges from the Löwdin analysis, given in e for atoms 1 to 4: -0.02 -0.20 -0.10 -0.46

=====

A molecular structure, C28H28BF5N2O8RuSTe. Source: OMol25; level of theory: ωB97M-V/def2-TZVPD.

## Properties
Molar mass in g/mol: 887.1
Net charge: -1
Multiplicity: 6
E_LUMO (spin up / spin down) in eV: 1.7 / 1.2
E in eV: -83831.8298

```
75
C28H28BF5N2O8RuSTe (ωB97M-V/def2-TZVPD)
Ru -1.15 -0.79 -2.77
C -2.61 0.94 -5.35
O -2.29 1.01 -3.95
C -2.44 2.20 -3.33
C -2.78 3.38 -3.98
C -2.88 4.56 -3.27
C -2.62 4.58 -1.90
C -2.27 3.41 -1.26
C -2.20 2.21 -1.95
N -1.84 0.97 -1.33
N -1.98 1.03 -0.08
C -1.57 0.07 0.78
C -0.81 -1.07 0.42
O -0.56 -1.42 -0.78
C -0.25 -1.88 1.47
C -0.45 -1.58 2.77
C -1.23 -0.45 3.17
C -1.41 -0.14 4.53
C -2.15 0.96 4.92
C -2.73 1.77 3.93
C -2.56 1.48 2.60
C -1.80 0.37 2.18
H -1.94 1.59 -5.91
H -3.66 1.23 -5.49
H -2.46 -0.09 -5.64
H -2.97 3.38 -5.05
H -3.14 5.48 -3.79
H -2.67 5.51 -1.35
H -2.04 3.40 -0.20
H 0.34 -2.72 1.16
H 0.00 -2.19 3.55
H -0.96 -0.78 5.28
H -2.29 1.19 5.96
H -3.32 2.63 4.22
H -3.02 2.11 1.84
C 3.71 -0.65 4.95
C 3.94 -1.16 3.53
C 5.44 -1.04 3.21
C 3.53 -2.64 3.48
C 3.14 -0.37 2.49
C 2.30 0.68 2.84
C 1.54 1.38 1.90
C 1.64 0.97 0.59
O 0.96 1.43 -0.51
B 1.36 0.57 -1.55
O 2.36 -0.31 -1.12
C 2.47 -0.08 0.22
C 3.23 -0.76 1.14
H 4.30 -1.25 5.65
H 2.66 -0.74 5.24
H 4.01 0.39 5.06
H 6.03 -1.61 3.94
H 5.76 0.00 3.24
H 5.67 -1.43 2.22
H 4.10 -3.22 4.21
H 3.70 -3.07 2.49
H 2.46 -2.74 3.70
H 2.21 0.98 3.87
H 0.87 2.18 2.19
H 3.86 -1.58 0.82
F 3.63 -1.07 -5.08
Te 1.89 -0.35 -4.43
F 1.87 0.77 -5.92
F 0.22 -2.24 -3.12
F -0.17 -0.30 -4.93
F 3.06 0.97 -3.72
O 0.78 0.57 -2.76
C -2.62 -4.16 -3.02
S -3.36 -2.58 -3.29
O -4.72 -2.77 -3.68
O -3.15 -1.81 -2.04
O -2.48 -1.92 -4.30
H -3.19 -4.67 -2.24
H -1.59 -4.00 -2.72
H -2.67 -4.72 -3.95
```

Atom charges from the Löwdin analysis, given in e for atoms 1 to 4: 1.71 -0.06 -0.19 -0.22

=====

A molecular structure, C28H28BLiN5O3P in a non-equilibrium geometry. Source: OMol25; level of theory: ωB97M-V/def2-TZVPD.

## Properties
Molar mass in g/mol: 531.3
Net charge: -2
E_LUMO (spin up / spin down) in eV: 4.7 / 4.7
E in eV: -53253.1034

```
67
C28H28BLiN5O3P (ωB97M-V/def2-TZVPD)
Li -17.66 6.17 -6.69
N -18.43 8.21 -10.52
C -19.43 7.44 -9.91
C -19.32 5.94 -10.02
C -18.12 5.20 -9.32
O -18.22 4.00 -9.70
O -17.23 5.77 -8.59
H -17.50 7.92 -10.16
H -18.43 8.24 -11.55
H -20.43 7.72 -10.39
H -19.41 7.76 -8.82
H -19.36 5.64 -11.13
H -20.22 5.45 -9.60
O -15.70 6.17 -6.15
C -14.96 5.26 -6.53
C -13.58 5.43 -7.05
C -12.60 6.40 -6.88
C -11.32 6.10 -7.40
C -11.02 4.87 -7.91
C -12.00 3.83 -8.03
C -13.27 4.15 -7.56
P -14.88 3.36 -7.19
C -15.39 2.51 -8.71
C -16.10 1.30 -8.57
C -16.39 0.59 -9.75
C -16.06 1.09 -10.98
C -15.39 2.29 -11.11
C -14.90 2.98 -9.99
C -14.42 2.27 -5.82
C -13.39 1.38 -6.02
C -13.17 0.45 -5.02
C -13.84 0.53 -3.81
C -14.71 1.58 -3.55
C -15.05 2.42 -4.59
H -12.79 7.27 -6.22
H -10.57 6.86 -7.50
H -9.97 4.70 -8.24
H -11.76 2.91 -8.48
H -16.34 0.86 -7.60
H -16.90 -0.33 -9.59
H -16.29 0.46 -11.84
H -15.38 2.77 -12.11
H -14.21 3.87 -10.03
H -12.91 1.27 -7.01
H -12.46 -0.38 -5.12
H -13.71 -0.23 -3.04
H -15.12 1.68 -2.57
H -15.77 3.21 -4.40
B -21.05 6.32 -5.75
N -20.32 5.10 -5.24
C -20.66 4.47 -4.12
C -19.79 3.43 -3.93
C -18.96 3.42 -5.07
N -19.30 4.46 -5.84
N -20.07 7.58 -5.63
C -20.45 8.60 -4.83
C -19.34 9.40 -4.56
C -18.27 8.76 -5.23
N -18.75 7.70 -5.90
H -21.22 6.25 -6.99
H -22.11 6.59 -5.16
H -21.63 4.65 -3.58
H -19.72 2.76 -3.08
H -18.16 2.74 -5.26
H -21.49 8.77 -4.57
H -19.36 10.25 -3.91
H -17.19 8.99 -5.27
```

Atom charges from the Löwdin analysis, given in e for atoms 1 to 4: 0.57 -0.04 -0.37 -0.16

=====

> Number 4 is which compound?

C28H28AuFN2O5PS

=====

Copy entry 2 word for word.
A molecular structure, C28H27N2O8PS2Se2Te3V in a non-equilibrium geometry. Source: OMol25; level of theory: ωB97M-V/def2-TZVPD.

## Properties
Molar mass in g/mol: 1206.3
Net charge: 0
Multiplicity: 2
E_LUMO (spin up / spin down) in eV: -1.3 / -1.1
E in eV: -258059.7693

```
74
C28H27N2O8PS2Se2Te3V (ωB97M-V/def2-TZVPD)
V 0.79 0.88 -1.12
O -1.17 3.60 2.31
C -0.09 3.10 1.71
O 0.02 1.93 1.41
C 0.95 4.19 1.54
O 2.15 3.77 0.93
C 2.42 4.25 -0.36
C 1.83 3.46 -1.52
O 2.15 3.65 -2.65
O 0.83 2.63 -1.14
H -1.88 2.94 2.23
H 1.19 4.54 2.55
H 0.47 5.02 1.01
H 3.50 4.27 -0.49
H 2.05 5.27 -0.48
Se 3.11 0.35 -1.41
Te 3.92 0.77 -3.77
Te 1.88 -0.70 -4.69
Se 0.21 0.69 -3.43
S -2.52 -5.47 -2.33
C -3.21 -5.45 -3.89
C -2.80 -4.36 -4.61
C -1.90 -3.54 -3.87
C -1.65 -4.01 -2.62
C -0.79 -3.42 -1.59
C -0.45 -2.05 -1.69
N 0.35 -1.43 -0.85
C 0.82 -2.12 0.20
C 0.54 -3.48 0.41
C 1.10 -4.14 1.56
C 1.86 -3.46 2.44
C 2.13 -2.06 2.26
C 2.91 -1.31 3.15
C 3.13 0.02 2.91
C 2.54 0.59 1.76
N 1.79 -0.09 0.92
C 1.61 -1.40 1.15
C 3.96 0.86 3.79
C 4.19 2.21 3.70
C 5.04 2.69 4.73
C 5.44 1.71 5.58
S 4.79 0.19 5.14
C -0.28 -4.13 -0.53
H -3.88 -6.23 -4.20
H -3.11 -4.16 -5.62
H -1.45 -2.64 -4.28
H -0.85 -1.45 -2.50
H 0.89 -5.19 1.70
H 2.28 -3.96 3.30
H 3.33 -1.80 4.03
H 2.70 1.63 1.52
H 3.78 2.84 2.92
H 5.34 3.73 4.83
H 6.08 1.80 6.44
H -0.49 -5.18 -0.41
C -4.68 -0.04 1.35
C -3.19 0.23 1.31
O -2.93 1.54 0.75
P -2.40 1.67 -0.76
O -1.16 0.75 -0.82
Te -2.33 3.93 -1.35
O -3.54 0.88 -1.55
C -3.69 0.97 -2.98
C -3.88 -0.42 -3.53
H -4.87 -1.01 1.82
H -5.09 -0.06 0.34
H -5.19 0.73 1.92
H -2.65 -0.53 0.73
H -2.77 0.25 2.32
H -2.82 1.46 -3.41
H -4.56 1.60 -3.17
H -3.03 -1.05 -3.26
H -3.94 -0.38 -4.62
H -4.79 -0.88 -3.14
```

Atom charges from the Löwdin analysis, given in e for atoms 1 to 4: 0.38 0.11 -0.50 0.07

=====

Copy entry 1 word for word.
A molecular structure, C28H27FN7O2RbS. Source: OMol25; level of theory: ωB97M-V/def2-TZVPD.

## Properties
Molar mass in g/mol: 630.1
Net charge: -2
E_LUMO in eV: 3.9
E in eV: -58210.0594

```
67
C28H27FN7O2RbS (ωB97M-V/def2-TZVPD)
Rb 0.82 -0.86 -0.42
O 2.07 0.71 -5.22
C 1.96 0.42 -4.00
N 0.87 0.32 -3.28
C -0.33 0.53 -4.06
C -1.54 0.84 -3.22
C -2.59 1.59 -3.77
C -3.73 1.83 -3.02
C -3.79 1.33 -1.72
C -2.71 0.60 -1.25
N -1.61 0.36 -1.98
C 3.26 0.11 -3.25
C 4.42 -0.10 -3.99
C 5.59 -0.46 -3.34
C 5.57 -0.58 -1.95
C 4.38 -0.32 -1.29
N 3.26 0.02 -1.92
H -0.57 -0.37 -4.65
H -0.20 1.32 -4.81
H -2.50 1.96 -4.78
H -4.55 2.41 -3.43
H -4.65 1.50 -1.09
H -2.71 0.17 -0.25
H 4.36 0.00 -5.07
H 6.50 -0.65 -3.89
H 6.44 -0.88 -1.39
H 4.32 -0.42 -0.21
C 4.66 -2.20 5.28
N 3.77 -2.39 4.16
C 2.39 -2.42 4.23
C 1.96 -2.62 2.96
N 3.05 -2.71 2.12
C 4.16 -2.56 2.86
S 5.79 -2.58 2.33
H 4.70 -3.09 5.91
H 4.33 -1.35 5.88
H 5.65 -2.00 4.88
H 1.86 -2.27 5.15
H 0.95 -2.68 2.59
H 2.88 -2.94 0.73
C 0.56 3.65 -3.10
N 0.30 3.31 -1.72
C -0.93 3.76 -1.13
C 1.13 2.48 -1.04
O 0.95 2.10 0.10
H 0.80 4.71 -3.22
H -0.32 3.42 -3.71
H 1.38 3.04 -3.48
H -0.96 4.85 -1.07
H -1.00 3.34 -0.12
H -1.79 3.41 -1.71
H 2.01 2.18 -1.63
F 2.59 -3.04 -0.26
N -8.67 -1.07 5.61
C -7.68 -1.11 5.02
C -6.44 -1.15 4.30
C -6.44 -1.17 2.90
C -5.25 -1.22 2.21
C -4.01 -1.25 2.88
C -4.04 -1.23 4.29
C -5.22 -1.18 4.99
C -2.79 -1.30 2.16
C -1.73 -1.33 1.53
H -7.39 -1.15 2.37
H -5.25 -1.23 1.13
H -3.09 -1.25 4.82
H -5.22 -1.17 6.07
```

Atom charges from the Löwdin analysis, given in e for atoms 1 to 4: 0.74 -0.08 -0.56 0.00